A molecular structure, C11H22CeI2NO3P2, computed with ωB97M-V/def2-TZVPD.

Computed properties:
Frontier orbital gap (alpha / beta) = 6.27 / 4.40 eV
<S²> = 0.788
E_LUMO (alpha / beta) = -9.2 / -11.0 eV
Energy above the lowest of the compared OMol25 structures with the same formula, charge and spin = 160.3 kJ/mol
HOMO (alpha / beta) = -0.569 / -0.567 hartree
Largest force on an atom = 10.59 eV Å⁻¹

```
! wB97M-V def2-TZVPD RIJCOSX def2/J DEFGRID3
* xyz 2 2
I 2.22 -1.55 -2.18
I -1.07 -0.64 2.86
Ce 0.09 -0.50 0.11
P -1.43 -0.24 -2.26
C -1.39 1.43 -3.04
C -1.25 -1.42 -3.63
H -2.14 -1.28 -4.28
H -3.86 -0.55 -2.26
H -1.19 -2.44 -3.20
H -3.06 -1.63 -1.06
H -0.33 1.58 -3.31
H -0.30 -1.16 -4.13
C -3.08 -0.60 -1.49
H -1.94 1.48 -4.01
H -3.25 0.12 -0.67
H -1.67 2.20 -2.27
P 2.14 -2.17 1.57
C 3.43 -1.00 2.19
C 1.34 -2.90 3.07
H 2.25 -4.21 0.32
H 3.50 -4.18 1.63
H 3.75 -3.23 0.09
C 3.02 -3.60 0.83
H 0.48 -3.48 2.69
H 2.00 -3.53 3.68
H 4.07 -1.50 2.92
H 2.92 -0.14 2.69
H 0.96 -2.06 3.68
H 4.03 -0.63 1.34
C 1.95 0.74 0.06
O 2.97 1.29 0.21
O -3.15 1.41 0.75
C -2.11 2.06 0.81
C -2.03 3.47 1.41
C -1.00 4.13 0.52
C -0.23 2.95 -0.08
O 0.83 3.02 -0.73
N -0.87 1.74 0.28
H -3.04 3.89 1.45
H -1.68 3.50 2.44
H -1.57 4.84 -0.09
H -0.31 4.78 1.08
*
```



A molecular structure, C21H41N2O19S3, computed with ωB97M-V/def2-TZVPD.

Computed properties:
Frontier orbital gap = 8.55 eV
E_LUMO = 1.9 eV
Energy above the lowest of the compared OMol25 structures with the same formula, charge and spin = 0.0 kJ/mol
HOMO = -0.244 hartree
Largest force on an atom = 2.32 eV Å⁻¹

```
! wB97M-V def2-TZVPD RIJCOSX def2/J DEFGRID3
* xyz -1 1
C -0.99 -0.55 0.95
C 0.17 -1.38 1.54
C -0.30 -2.83 1.73
C 0.68 -0.81 2.87
C 2.19 -0.59 2.92
S 3.09 -2.14 2.83
O 2.44 -3.02 3.76
O 3.02 -2.61 1.47
N 4.58 -1.87 3.42
S 5.54 -1.02 2.51
O 5.57 -1.34 1.12
O 6.82 -1.00 3.14
N 4.99 0.65 2.61
C 4.70 1.16 1.53
S 3.98 1.81 0.32
H -1.45 0.10 1.69
H -0.58 0.10 0.18
H -1.72 -1.17 0.46
H 0.95 -1.43 0.80
H -0.81 -2.89 2.68
H 0.55 -3.50 1.78
H -1.00 -3.12 0.96
H 0.46 -1.53 3.64
H 0.16 0.10 3.14
H 2.51 0.10 2.15
H 2.41 -0.12 3.87
C 1.21 -7.31 1.76
O 0.36 -8.25 1.09
C -0.87 -7.80 0.87
O -1.29 -6.72 1.17
O -1.56 -8.76 0.24
C -2.91 -8.39 -0.07
H 2.17 -7.80 1.88
H 1.34 -6.41 1.16
H 0.81 -7.05 2.74
H -2.93 -7.53 -0.73
H -3.46 -8.17 0.84
H -3.36 -9.24 -0.57
C 1.35 3.24 2.10
O 0.18 2.42 2.14
C -0.93 3.05 2.51
O -1.02 4.22 2.79
O -1.93 2.17 2.51
C -3.19 2.71 2.88
H 2.17 2.59 1.79
H 1.24 4.04 1.37
H 1.57 3.65 3.08
H -3.50 3.49 2.19
H -3.16 3.10 3.90
H -3.90 1.89 2.84
C -2.29 6.24 0.71
O -3.38 6.65 -0.13
C -3.38 6.09 -1.33
O -2.56 5.30 -1.74
O -4.43 6.55 -2.01
C -4.56 6.04 -3.34
H -2.41 6.75 1.66
H -2.32 5.17 0.88
H -1.34 6.52 0.26
H -4.69 4.96 -3.34
H -3.69 6.32 -3.94
H -5.45 6.50 -3.76
C 7.01 0.70 -5.93
O 7.61 -0.03 -4.86
C 6.99 0.14 -3.68
O 6.03 0.84 -3.49
O 7.63 -0.57 -2.77
C 7.09 -0.50 -1.44
H 7.59 0.48 -6.82
H 5.98 0.38 -6.08
H 7.04 1.77 -5.73
H 6.07 -0.87 -1.42
H 7.12 0.52 -1.07
H 7.70 -1.13 -0.81
C -4.37 2.42 -1.84
O -5.29 2.14 -2.90
C -5.81 0.92 -2.87
O -5.59 0.07 -2.04
O -6.63 0.79 -3.91
C -7.27 -0.49 -3.99
H -4.02 3.44 -1.99
H -4.87 2.35 -0.87
H -3.52 1.75 -1.87
H -7.89 -0.67 -3.11
H -6.53 -1.28 -4.10
H -7.91 -0.46 -4.87
*
```



A single C4H4F2 molecule, computed with ωB97M-V/def2-TZVPD.

Computed properties:
Frontier orbital gap (alpha / beta) = 8.95 / 8.38 eV
E_LUMO (alpha / beta) = 0.5 / 0.0 eV
Energy above the lowest of the compared OMol25 structures with the same formula, charge and spin = 348.6 kJ/mol
HOMO (alpha / beta) = -0.311 / -0.308 hartree
Largest force on an atom = 2.95 eV Å⁻¹

```
! wB97M-V def2-TZVPD RIJCOSX def2/J DEFGRID3
* xyz 0 1
C 0.96 0.02 -0.23
C 1.18 1.02 0.53
C -0.07 -1.05 -0.51
C -1.32 -0.30 -0.17
F -1.71 0.66 -1.05
F -1.55 0.12 1.05
H 0.37 1.41 1.35
H 2.17 1.45 0.39
H -0.12 -1.40 -1.60
H 0.08 -1.94 0.25
*
```



A gas-phase ion, C7H15N2 (charge +1), computed with ωB97M-V/def2-TZVPD.

Computed properties:
Frontier orbital gap = 11.36 eV
E_LUMO = -3.4 eV
Energy above the lowest of the compared OMol25 structures with the same formula, charge and spin = 271.0 kJ/mol
HOMO = -0.543 hartree
Largest force on an atom = 3.69 eV Å⁻¹

```
! wB97M-V def2-TZVPD RIJCOSX def2/J DEFGRID3
* xyz 1 1
C -1.02 2.48 -1.66
C -0.39 1.75 -0.45
C -0.64 0.23 -0.39
N -0.43 -0.40 -1.59
C 0.19 -1.49 -1.50
C 0.98 -1.70 -0.18
N 0.37 -0.79 0.76
C -0.62 -1.55 1.66
C 1.32 -0.01 1.55
H -1.54 1.82 -2.25
H -0.28 2.92 -2.38
H -1.74 3.20 -1.39
H -0.50 2.43 0.41
H 0.71 1.89 -0.78
H -1.69 0.01 0.04
H 0.20 -2.16 -2.28
H 1.04 -2.75 0.03
H 2.02 -1.31 -0.31
H -1.57 -1.77 1.06
H 0.01 -2.31 2.06
H -1.11 -1.04 2.43
H 0.77 0.60 2.25
H 2.11 -0.62 2.10
H 1.79 0.57 0.81
*
```



A single C5H14N2 molecule, computed with ωB97M-V/def2-TZVPD.

Computed properties:
Frontier orbital gap = 9.32 eV
E_LUMO = 1.1 eV
Energy above the lowest of the compared OMol25 structures with the same formula, charge and spin = 127.6 kJ/mol
HOMO = -0.302 hartree
Largest force on an atom = 1.93 eV Å⁻¹

```
! wB97M-V def2-TZVPD RIJCOSX def2/J DEFGRID3
* xyz 0 1
C 0.48 1.73 -0.11
C -0.09 0.38 0.33
C -1.55 0.20 -0.15
N -2.49 0.32 0.95
N 0.70 -0.78 -0.13
C 1.04 -0.75 -1.55
C 1.85 -1.11 0.68
H 1.57 1.65 -0.23
H 0.14 2.09 -1.07
H 0.37 2.44 0.68
H -0.08 0.29 1.38
H -1.66 -0.76 -0.68
H -1.73 0.94 -0.94
H -3.38 -0.11 0.77
H -2.13 -0.10 1.79
H 0.32 -0.18 -2.13
H 2.03 -0.33 -1.74
H 1.05 -1.76 -1.96
H 2.79 -0.88 0.16
H 1.93 -0.56 1.62
H 1.90 -2.17 0.92
*
```



A molecular structure, C23H21BrF4MnN2O2, computed with ωB97M-V/def2-TZVPD.

Computed properties:
Frontier orbital gap (alpha / beta) = 4.21 / 5.77 eV
<S²> = 8.758
E_LUMO (alpha / beta) = 4.8 / 4.8 eV
Energy above the lowest of the compared OMol25 structures with the same formula, charge and spin = 102.1 kJ/mol
HOMO (alpha / beta) = 0.021 / -0.036 hartree
Largest force on an atom = 4.62 eV Å⁻¹

```
! wB97M-V def2-TZVPD RIJCOSX def2/J DEFGRID3
* xyz -2 6
Mn -13.01 8.37 8.81
C -12.24 8.20 11.80
N -12.32 7.23 10.74
C -13.09 6.03 11.34
C -10.92 6.75 10.27
C -10.97 6.12 8.92
N -11.56 7.01 7.92
C -11.16 6.86 6.68
C -11.39 7.92 5.72
F -12.21 8.91 6.10
C -10.65 7.98 4.55
F -10.83 8.97 3.68
C -9.70 7.01 4.27
C -9.58 5.84 5.07
F -8.90 4.79 4.51
C -10.36 5.74 6.22
F -10.31 4.55 6.87
H -11.58 7.75 12.56
H -13.26 8.45 12.20
H -11.70 9.09 11.44
H -12.59 5.82 12.32
H -13.04 5.08 10.74
H -14.12 6.40 11.45
H -10.56 6.07 11.09
H -10.21 7.62 10.28
H -11.56 5.19 8.97
H -9.91 5.82 8.72
H -9.10 7.08 3.33
O -15.47 8.76 10.72
C -15.84 7.92 9.83
O -15.06 7.42 8.94
C -17.30 7.52 9.86
C -17.97 6.68 9.03
C -19.31 6.34 9.09
C -20.08 6.91 10.17
C -19.45 7.86 11.00
C -18.06 8.21 10.86
H -17.34 6.21 8.24
H -19.76 5.63 8.40
H -21.12 6.70 10.52
H -20.01 8.36 11.80
H -17.55 9.01 11.42
Br -11.70 10.38 9.14
C -15.85 11.82 7.19
C -15.23 11.88 8.43
C -14.49 10.79 8.82
C -14.34 9.75 8.03
C -14.91 9.63 6.82
C -15.68 10.69 6.41
H -16.49 12.66 6.85
H -15.16 12.82 9.01
H -14.21 10.77 9.92
H -14.91 8.69 6.29
H -16.23 10.61 5.44
*
```



A molecular structure, C32H30BrN7O2Ti, computed with ωB97M-V/def2-TZVPD.

Computed properties:
Frontier orbital gap (alpha / beta) = 6.71 / 6.65 eV
<S²> = 0.757
E_LUMO (alpha / beta) = -3.5 / -3.6 eV
Energy above the lowest of the compared OMol25 structures with the same formula, charge and spin = 0.0 kJ/mol
HOMO (alpha / beta) = -0.374 / -0.376 hartree
Largest force on an atom = 0.63 eV Å⁻¹

```
! wB97M-V def2-TZVPD RIJCOSX def2/J DEFGRID3
* xyz 1 2
Ti -0.23 -0.97 0.30
C 1.45 1.26 5.33
C 1.56 1.54 3.98
C 0.91 0.73 3.06
C 0.15 -0.35 3.50
C 0.03 -0.63 4.86
C 0.69 0.18 5.77
N -0.50 -1.13 2.49
N -1.27 -2.03 2.90
C -1.91 -2.75 1.89
C -2.79 -3.75 2.31
C -3.48 -4.48 1.37
C -3.29 -4.20 0.01
C -2.41 -3.20 -0.39
C -1.69 -2.45 0.54
H 1.96 1.89 6.06
H 2.14 2.38 3.64
H 0.98 0.95 2.00
H -0.56 -1.47 5.19
H 0.61 -0.03 6.82
H -2.92 -3.94 3.37
H -4.17 -5.26 1.67
H -3.84 -4.77 -0.73
H -2.28 -3.01 -1.45
Br 2.10 5.43 -6.28
C 0.40 5.12 -5.52
C 0.28 5.07 -4.14
C -0.96 4.82 -3.57
C -2.07 4.64 -4.39
C -1.95 4.76 -5.76
C -0.71 4.98 -6.34
N -3.39 4.47 -3.85
N -3.65 3.55 -3.06
C -2.70 2.53 -2.74
C -2.10 1.74 -3.69
C -1.28 0.65 -3.32
C -1.06 0.37 -2.00
O -0.28 -0.63 -1.55
C -1.70 1.16 -1.01
N -1.47 0.81 0.29
C -2.07 1.49 1.24
C -2.93 2.56 0.98
C -3.17 2.93 -0.32
C -2.54 2.23 -1.37
H 1.15 5.22 -3.51
H -1.07 4.78 -2.49
H -2.84 4.68 -6.38
H -0.60 5.05 -7.41
H -2.25 1.95 -4.74
H -0.81 0.04 -4.08
H -1.88 1.18 2.26
H -3.41 3.07 1.81
H -3.85 3.74 -0.56
C 5.08 -2.22 0.13
N 3.89 -1.60 0.70
C 3.90 -0.14 0.73
C 2.71 -2.23 0.77
O 1.64 -1.55 0.65
N 2.65 -3.55 0.98
C 1.38 -4.25 0.83
C 3.66 -4.26 1.77
H 5.41 -1.63 -0.73
H 4.85 -3.22 -0.23
H 5.89 -2.27 0.85
H 4.90 0.18 1.01
H 3.20 0.22 1.47
H 3.66 0.28 -0.25
H 0.81 -3.84 0.00
H 0.78 -4.19 1.74
H 1.59 -5.30 0.61
H 4.34 -3.55 2.24
H 4.23 -4.96 1.17
H 3.15 -4.81 2.56
*
```



A molecular structure, C69H66AsBr2N4O6P2Sr, computed with ωB97M-V/def2-TZVPD.

Computed properties:
Frontier orbital gap = 7.55 eV
E_LUMO = 2.2 eV
Energy above the lowest of the compared OMol25 structures with the same formula, charge and spin = 0.0 kJ/mol
HOMO = -0.198 hartree
Largest force on an atom = 0.61 eV Å⁻¹

```
! wB97M-V def2-TZVPD RIJCOSX def2/J DEFGRID3
* xyz -1 1
Sr 0.39 0.80 0.41
O 3.14 2.63 4.07
C 2.65 3.87 3.95
C 3.27 4.92 4.63
C 2.79 6.22 4.51
C 1.69 6.49 3.71
C 1.07 5.44 3.04
C 1.52 4.14 3.16
C 0.80 3.00 2.47
O 1.58 1.93 2.18
N -0.29 2.56 3.42
N -0.89 1.42 3.11
C -2.05 1.18 3.58
C -2.74 -0.07 3.32
Br -1.68 -1.46 2.55
C -4.01 -0.37 3.59
C -5.04 0.54 4.12
C -5.97 0.04 5.03
C -6.97 0.86 5.54
C -7.07 2.18 5.13
C -6.16 2.67 4.20
C -5.16 1.86 3.69
H 2.64 2.11 3.33
H 4.14 4.70 5.24
H 3.29 7.02 5.04
H 1.33 7.50 3.60
H 0.22 5.64 2.39
H 0.28 3.40 1.57
H -0.92 3.31 3.73
H -2.59 1.89 4.20
H -4.33 -1.40 3.43
H -5.90 -0.99 5.35
H -7.68 0.46 6.26
H -7.85 2.82 5.53
H -6.24 3.70 3.86
H -4.48 2.26 2.94
C 0.79 -3.27 -2.17
N -0.13 -2.91 -3.23
C -1.31 -2.11 -2.93
P -1.84 -2.04 -1.16
C -2.53 -3.73 -0.92
C -3.57 -4.24 -1.68
C -4.05 -5.53 -1.45
C -3.48 -6.31 -0.45
C -2.44 -5.81 0.32
C -1.97 -4.52 0.09
C -3.39 -1.08 -1.35
C -3.87 -0.54 -2.55
C -5.01 0.25 -2.56
C -5.70 0.51 -1.39
C -5.24 -0.02 -0.19
C -4.10 -0.81 -0.18
C 0.22 -3.04 -4.57
C -0.49 -2.36 -5.57
C -0.17 -2.51 -6.91
C 0.86 -3.34 -7.31
C 1.58 -4.01 -6.34
C 1.27 -3.88 -4.99
P 1.72 -1.81 -1.45
C 3.18 -2.59 -0.70
C 3.29 -3.95 -0.38
C 4.45 -4.44 0.19
C 5.52 -3.59 0.45
C 5.41 -2.24 0.16
C 4.24 -1.74 -0.40
C 2.41 -1.12 -3.00
C 1.71 -0.06 -3.57
C 2.11 0.47 -4.79
C 3.22 -0.05 -5.43
C 3.94 -1.09 -4.86
C 3.53 -1.63 -3.65
H 1.51 -3.99 -2.54
H 0.26 -3.78 -1.36
H -2.14 -2.49 -3.53
H -1.16 -1.05 -3.20
H -4.03 -3.63 -2.45
H -4.86 -5.92 -2.05
H -3.85 -7.31 -0.27
H -2.00 -6.41 1.10
H -1.17 -4.12 0.70
H -3.34 -0.70 -3.48
H -5.35 0.68 -3.50
H -6.58 1.15 -1.40
H -5.75 0.19 0.74
H -3.73 -1.19 0.76
H -1.29 -1.68 -5.31
H -0.75 -1.96 -7.64
H 1.12 -3.45 -8.36
H 2.40 -4.66 -6.61
H 1.87 -4.43 -4.28
H 2.47 -4.63 -0.59
H 4.53 -5.50 0.43
H 6.43 -3.98 0.89
H 6.23 -1.56 0.38
H 4.15 -0.67 -0.61
H 0.86 0.37 -3.05
H 1.56 1.30 -5.22
H 3.54 0.37 -6.38
H 4.81 -1.49 -5.36
H 4.09 -2.45 -3.21
C 4.66 -0.27 3.11
C 3.93 -1.60 3.23
As 2.01 -1.36 2.84
C 1.43 -0.62 4.56
C 1.74 -1.44 5.81
C 1.36 -3.24 3.02
C 2.36 -4.27 3.53
H 5.74 -0.39 3.28
H 4.30 0.47 3.82
H 4.53 0.16 2.11
H 4.06 -2.04 4.22
H 4.31 -2.32 2.51
H 0.35 -0.45 4.46
H 1.88 0.38 4.62
H 1.36 -2.46 5.73
H 1.28 -0.99 6.69
H 2.81 -1.49 5.99
H 1.01 -3.53 2.03
H 0.48 -3.20 3.67
H 3.21 -4.38 2.85
H 1.89 -5.26 3.62
H 2.75 -4.01 4.51
O -1.09 0.91 -1.78
C -1.82 1.73 -1.21
N -1.99 1.82 0.13
C -2.83 2.88 0.38
O -3.18 3.28 1.47
C -3.27 3.49 -0.93
C -4.12 4.53 -1.22
C -4.32 4.83 -2.57
C -3.66 4.12 -3.57
C -2.79 3.07 -3.26
C -2.62 2.78 -1.92
H -4.62 5.08 -0.44
H -4.98 5.64 -2.85
H -3.83 4.39 -4.61
H -2.27 2.51 -4.02
Br 5.29 2.40 -0.81
C 4.29 3.49 -2.00
C 5.03 4.31 -2.84
C 4.38 5.17 -3.72
C 3.00 5.22 -3.74
C 2.27 4.41 -2.88
C 2.90 3.52 -2.01
C 1.99 2.62 -1.18
O 0.87 3.07 -0.87
O 2.40 1.46 -0.93
H 6.11 4.27 -2.80
H 4.97 5.80 -4.38
H 2.49 5.89 -4.41
H 1.19 4.45 -2.85
*
```



A single C6H13NO4 molecule, computed with ωB97M-V/def2-TZVPD.

Computed properties:
Frontier orbital gap = 9.89 eV
E_LUMO = -0.3 eV
Energy above the lowest of the compared OMol25 structures with the same formula, charge and spin = 387.3 kJ/mol
HOMO = -0.375 hartree
Largest force on an atom = 3.75 eV Å⁻¹

```
! wB97M-V def2-TZVPD RIJCOSX def2/J DEFGRID3
* xyz 0 1
C 2.42 -0.35 1.41
C 0.88 -0.06 1.49
C -0.03 -1.32 1.36
C 0.40 1.00 0.36
C -1.18 1.21 0.34
O -1.67 1.43 1.63
C 0.79 0.54 -1.11
O 0.07 1.36 -2.05
N 1.02 2.33 0.55
O 1.90 2.71 -0.30
O 0.74 2.96 1.54
H 2.77 -0.60 0.41
H 2.72 -1.18 2.07
H 2.98 0.55 1.84
H 0.63 0.35 2.48
H 0.18 -1.78 2.25
H -1.03 -1.07 1.09
H 0.23 -2.00 0.51
H -1.47 2.11 -0.20
H -1.78 0.46 -0.15
H -0.82 1.80 2.03
H 1.87 0.56 -1.30
H 0.61 -0.54 -1.29
H 0.47 2.19 -2.28
*
```



2 unconnected molecules or ions with the total composition C4H7O3, computed with ωB97M-V/def2-TZVPD.

Computed properties:
Frontier orbital gap = 5.15 eV
E_LUMO = 3.6 eV
Energy above the lowest of the compared OMol25 structures with the same formula, charge and spin = 325.4 kJ/mol
HOMO = -0.057 hartree
Largest force on an atom = 3.42 eV Å⁻¹

```
! wB97M-V def2-TZVPD RIJCOSX def2/J DEFGRID3
* xyz -1 1
C -2.90 0.43 0.38
C 0.67 1.04 -0.83
C 0.58 -0.92 0.70
C 0.02 -0.35 -0.45
O -2.90 0.37 1.57
O -3.10 0.44 -0.77
O 1.89 -1.63 0.52
H 1.64 1.21 -1.33
H -0.10 1.70 -1.28
H 0.89 1.62 0.10
H 0.87 -0.24 1.44
H -0.08 -1.73 0.97
H 0.15 -1.12 -1.29
H 2.38 -0.83 0.27
*
```